Record 1
Density functional theory data (ωB97M-V/def2-TZVPD) for a structure of composition C42H46Cl12N7O2V.

```
! RIJCOSX wB97M-V def2-TZVPD def2/J DEFGRID3
* xyz 1 2
O 0.83154 -19.34730 17.83696
V 1.16509 -20.67278 16.94738
C -0.91468 -17.96096 15.01164
C 0.47622 -18.36159 14.54494
C 1.46383 -17.20330 14.65085
O 0.97975 -19.53143 15.10288
H -1.29655 -17.05882 14.53096
H -0.93816 -17.70904 16.07825
H -1.58745 -18.79529 14.79942
H 0.29045 -18.56989 13.47801
H 1.06681 -16.29657 14.19133
H 2.35608 -17.48483 14.08230
H 1.77222 -16.96308 15.66947
N -1.12572 -22.34358 12.92018
C -1.99108 -21.44579 13.40079
C -3.25384 -21.23963 12.85909
C -3.62310 -22.00391 11.76945
C -2.76137 -22.94186 11.26467
C -1.51907 -23.09941 11.89490
H -1.72657 -20.89166 14.29222
H -3.92201 -20.48157 13.23943
H -4.58762 -21.87072 11.29211
H -3.13402 -23.64271 10.52962
H -0.93833 -23.95404 11.56748
N 3.41948 -20.33885 17.05381
C 4.16317 -21.00816 17.96116
C 5.41476 -20.63370 18.36765
C 6.04130 -19.60032 17.67948
C 5.31779 -18.90052 16.71473
C 4.03462 -19.32896 16.41376
H 3.64815 -21.83154 18.44343
H 5.87920 -21.17671 19.17757
H 7.01045 -19.25869 18.01721
H 5.72424 -18.07681 16.14669
H 3.45274 -18.85246 15.63488
N 1.76865 -22.58563 15.77531
C 2.47674 -23.63622 16.24508
C 2.94058 -24.65039 15.42018
C 2.63096 -24.58934 14.06699
C 1.94323 -23.49752 13.56664
C 1.52395 -22.52059 14.46572
H 2.60351 -23.59998 17.31879
H 3.42224 -25.54215 15.79426
H 2.94045 -25.32155 13.33228
H 1.78285 -23.35924 12.50788
H 0.91943 -21.72651 14.05045
N -4.11933 -17.51775 9.73329
C -3.96198 -18.73632 9.18513
C -2.94368 -19.60965 9.50844
C -1.95579 -19.14309 10.38824
C -2.06176 -17.86874 10.90677
C -3.16280 -17.10826 10.55971
H -4.60000 -18.97102 8.34103
H -2.80343 -20.51136 8.92926
H -1.07067 -19.73510 10.59153
H -1.38218 -17.43524 11.62978
H -3.26524 -16.16919 11.08912
N -4.67869 -17.57300 14.83892
C -5.92818 -17.64865 15.33217
C -7.04461 -18.04289 14.59875
C -6.86633 -18.55158 13.33019
C -5.57093 -18.60095 12.83729
C -4.54372 -18.06197 13.58107
H -6.07669 -17.36504 16.36705
H -8.03240 -18.05512 15.03922
H -7.71342 -18.87708 12.74167
H -5.40514 -18.98475 11.83840
H -3.53127 -18.01247 13.19914
N -0.97974 -21.36602 16.80209
C -1.22363 -22.68607 16.76487
C -2.51108 -23.22910 16.81702
C -3.61301 -22.40777 16.95041
C -3.34779 -21.03904 16.94321
C -2.07838 -20.55523 16.84513
H -0.37018 -23.34245 16.68120
H -2.57848 -24.30676 16.87852
H -4.59252 -22.84857 17.05990
H -4.18379 -20.35790 17.03884
H -1.88652 -19.49986 16.71685
N 2.34183 -12.83400 18.45677
C 3.01253 -13.83335 17.85748
C 2.71397 -14.34442 16.62328
C 1.59847 -13.89496 15.97051
C 0.83355 -12.92361 16.58416
C 1.23388 -12.38139 17.80546
H 3.90424 -14.13710 18.39445
H 3.29813 -15.14576 16.19018
H 1.28491 -14.24233 14.99493
H -0.06658 -12.56963 16.09805
H 0.70750 -11.62369 18.36688
C -3.06490 -15.53560 17.30551
Cl -4.55831 -15.34996 18.22356
Cl -1.63379 -15.63957 18.31326
Cl -3.04317 -14.19466 16.16828
H -3.08290 -16.42809 16.68631
C 2.80292 -19.99142 11.93366
Cl 3.36557 -18.45327 11.27084
Cl 3.99748 -20.74106 12.97014
Cl 2.32879 -21.03327 10.59015
H 1.89206 -19.80290 12.49383
C 5.92213 -14.75848 13.44011
Cl 5.20687 -13.17033 13.77481
Cl 6.17011 -14.90191 11.70361
Cl 4.81461 -16.03363 13.97097
H 6.85598 -14.88634 13.97282
C -2.20665 -12.97296 12.78083
Cl -1.59125 -14.65719 13.03472
Cl -2.68547 -12.83820 11.11426
Cl -0.94274 -11.80888 13.20127
H -3.01224 -12.84556 13.49341
*
```

The strongest force on any atom comes out at 6.704 eV Å⁻¹. The total energy comes out at -8627.888676 Ha. The calculation puts the frontier orbital gap (spin up / spin down) at 7.2917 / 7.6877 eV.

Atom charges from the Mulliken analysis, given in e for atoms 1 to 99: -0.5894, 0.7981, -0.7575, 1.0987, -1.0849, 1.1066, -0.2258, 0.3816, -0.2736, -0.3089, 0.2413, -0.2907, 0.3755, 0.1928, 0.1504, -0.5890, -0.4216, -0.7563, -0.5198, 0.1593, 0.4108, 0.4526, 0.4887, 0.3857, 0.3008, -0.1072, -0.8479, -0.3545, -0.9008, -0.3345, 0.3316, 0.4101, 0.4170, 0.4160, 0.8066, 0.6502, -0.4503, -1.1422, -0.4895, -0.7132, 0.0200, 0.5461, 0.4214, 0.4533, 0.4292, 0.4044, -0.5719, -0.4646, -0.5760, -0.0435, -0.0870, -0.3068, 0.3860, 0.4758, 0.4614, 0.3763, 0.4431, 0.0576, -0.3572, -0.5905, -0.7734, -0.0920, -0.4653, 0.3215, 0.3933, 0.4282, 0.4273, 0.6409, 0.3701, -0.0309, -0.8537, -0.4536, -1.0703, -0.6070, 0.4295, 0.4803, 0.4758, 0.4996, 1.0418, -0.5805, -0.4465, 0.0158, 0.0470, -0.2691, -0.4159, 0.3636, 0.3047, 0.3994, 0.2800, 0.3938, 0.9964, -0.1604, -0.1133, -0.1272, -0.6246, 1.2945, -0.1257, -0.1082, -0.1389

=====

Record 2
Density functional theory data (ωB97M-V/def2-TZVPD) for a structure of composition C32H37IMnN3O4S2Si.

```
! RIJCOSX wB97M-V def2-TZVPD def2/J DEFGRID3
* xyz -1 2
Mn -0.66217 0.61097 -0.58650
C -1.75926 1.61520 3.60444
C -0.99581 2.67946 2.87192
N -0.52285 3.70549 3.57245
C 0.18702 4.62833 2.91571
C 0.47302 4.59149 1.56897
C 1.32511 5.66273 0.95915
O 2.63589 5.21030 0.59828
C -0.02778 3.50970 0.78453
C 0.25381 3.42468 -0.59412
N -0.10498 2.42648 -1.45219
C 0.24240 2.59767 -2.77003
C 0.81720 3.78371 -3.31432
C 1.23794 3.87945 -4.62285
C 1.09581 2.82365 -5.51514
C 0.47289 1.67605 -5.05170
C 0.05766 1.57528 -3.73797
I -0.97289 -0.16525 -3.18904
C -0.80830 2.53954 1.48138
O -1.37357 1.53473 0.87109
H -2.03814 1.98559 4.58921
H -1.14084 0.72013 3.72680
H -2.64456 1.30974 3.04612
H 0.56058 5.45576 3.51406
H 1.46902 6.47152 1.67787
H 0.83270 6.08953 0.07388
H 2.56072 4.27605 0.37323
H 0.86362 4.22600 -0.98242
H 0.92054 4.66588 -2.70303
H 1.67766 4.81264 -4.95487
H 1.44048 2.89359 -6.53750
H 0.29425 0.84621 -5.72437
C -5.59734 -2.55648 -1.86985
Si -5.31016 -2.49661 -0.01232
C -6.37342 -1.18201 0.81074
C -5.85633 -4.17664 0.67029
C -3.49563 -2.28529 0.43678
C -2.85328 -3.17867 1.27202
C -1.51602 -2.99479 1.64109
C -0.85477 -1.91800 1.09360
N -1.43482 -1.06466 0.25548
C -2.74729 -1.17369 -0.03216
S -3.39644 0.12491 -0.93464
H -6.65233 -2.74786 -2.08050
H -5.01369 -3.36338 -2.31918
H -5.30511 -1.62020 -2.34062
H -7.43623 -1.39790 0.68084
H -6.15898 -0.19908 0.39375
H -6.16171 -1.14429 1.88154
H -6.91671 -4.32581 0.45383
H -5.73247 -4.24896 1.75257
H -5.30611 -4.99969 0.20939
H -3.39141 -4.03587 1.66111
H -1.01295 -3.66229 2.32730
H 0.16989 -1.68215 1.34198
C 5.72277 -3.09816 -1.88408
C 4.88406 -2.60677 -0.73821
C 5.40333 -1.73391 0.21113
C 4.62985 -1.28369 1.27169
C 3.31967 -1.71037 1.38869
C 2.77387 -2.56770 0.44330
C 3.55977 -3.01712 -0.60393
S 2.34478 -1.04372 2.75617
C 2.40917 -2.55550 3.76235
O 3.22046 -0.07352 3.44177
H 6.59785 -2.46604 -2.02999
H 5.15243 -3.10947 -2.81351
H 6.07366 -4.11681 -1.70349
H 6.42602 -1.38818 0.11372
H 5.01584 -0.58571 2.00395
H 1.73948 -2.88103 0.50468
H 3.12812 -3.68196 -1.34373
H 3.42723 -2.65172 4.13752
H 2.13525 -3.41887 3.15684
H 1.70784 -2.43411 4.58524
C 2.28433 0.02077 -1.79508
C 1.13681 0.23205 -0.86239
O 1.24308 0.50510 0.32282
H 3.22446 0.02277 -1.24286
H 2.26622 0.82641 -2.53078
H 2.15978 -0.91563 -2.33786
*
```

The strongest force on any atom comes out at 1.129 eV Å⁻¹. The total energy comes out at -4241.404795 Ha. The calculation puts the frontier orbital gap (spin up / spin down) at 4.6312 / 6.3761 eV.

For each atom in turn, the Mulliken charge in e is: -0.8822, -1.0344, 0.5144, -0.7653, -0.8449, 0.5271, -0.8253, -0.5807, 1.0738, -0.6008, 0.4950, 0.6025, -1.0650, -0.6967, -0.7211, -0.5040, 0.2567, 0.2065, -0.1836, -0.6877, 0.4209, 0.0590, 0.2810, 0.3077, 0.3922, 0.2702, 0.4495, 0.1734, 0.4441, 0.3664, 0.3710, 0.3666, -1.0345, 0.2061, -1.0255, -1.1409, 0.4338, 0.0561, -1.1760, -0.5073, 0.5006, 0.0828, -0.4740, 0.3270, 0.3272, 0.3036, 0.3338, 0.2917, 0.3362, 0.2910, 0.2960, 0.3080, 0.2990, 0.4732, 0.5785, -1.5796, 1.0473, -0.6940, -0.7461, 0.1386, -0.2039, -0.8655, 1.0731, -1.1069, -0.7811, 0.3767, 0.3555, 0.3198, 0.3211, 0.5302, 0.3086, 0.4154, 0.3874, 0.2942, 0.3805, -1.5531, 1.7584, -0.3522, 0.1881, 0.3858, 0.3291

=====

Record 3
Density functional theory data (ωB97M-V/def2-TZVPD) for the molecule C5H6Cl2N2.

```
! RIJCOSX wB97M-V def2-TZVPD def2/J DEFGRID3
* xyz 0 1
N -1.28726 0.27159 1.78398
C -0.59711 -0.19057 0.56189
Cl -1.55290 -1.92030 -0.04944
N 0.72907 -0.47754 0.77106
C 1.69452 -0.46063 -0.23404
C 1.35967 0.14569 -1.39480
C 0.03396 0.68477 -1.63933
C -0.87114 0.61812 -0.61965
Cl -2.43851 1.43978 -0.65124
H -2.15353 -0.23040 1.95089
H -0.67100 0.05693 2.54461
H 0.95470 -0.51869 1.74629
H 2.61270 -0.86049 0.03324
H 2.18278 0.20975 -2.24536
H 0.00407 1.23199 -2.55810
*
```

The calculation puts the relative energy (zero: lowest compared OMol25 entry of this formula, charge and spin) at 21.8 kcal/mol. The strongest force on any atom comes out at 2.923 eV Å⁻¹. The total energy comes out at -1223.990187 Ha. The calculation puts the frontier orbital gap at 8.7260 eV. Its SMILES is N[C@]1(Cl)NC=CC=C1Cl.

For each atom in turn, the Mulliken charge in e is: -0.5741, 0.4800, -0.3430, -0.1331, -0.4940, -0.2167, -0.3217, -0.0164, -0.1580, 0.2859, 0.1806, 0.1959, 0.4599, 0.2117, 0.4431

=====

Record 4
Density functional theory data (ωB97M-V/def2-TZVPD) for a structure of composition C4H6N2O.

```
! RIJCOSX wB97M-V def2-TZVPD def2/J DEFGRID3
* xyz 0 1
O 1.15203 1.17141 1.38517
C 0.83035 0.94444 0.24004
N 1.52624 0.05755 -0.64221
C 0.53071 -0.95358 -0.14005
C -0.73460 -0.29622 -0.72380
C -1.56277 0.40044 0.28742
N -0.45618 1.10231 -0.35476
H 2.45007 -0.13010 -0.26171
H 0.56956 -0.71167 0.98831
H 0.78150 -1.98418 -0.36280
H -1.08859 -0.47773 -1.74444
H -2.53844 0.78753 0.00542
H -1.45990 0.08980 1.32342
*
```

The calculation puts the relative energy (zero: lowest compared OMol25 entry of this formula, charge and spin) at 73.5 kcal/mol. The strongest force on any atom comes out at 2.648 eV Å⁻¹. The total energy comes out at -340.677764 Ha. The calculation puts the frontier orbital gap at 10.7107 eV.

For each atom in turn, the Mulliken charge in e is: -0.5349, 0.7663, -0.5228, -0.6519, -0.1044, -0.2802, -0.3951, 0.2868, 0.2657, 0.4073, 0.3178, 0.2339, 0.2116